1.
Entry from the OMol25 dataset: the ion C5H6NO3 with charge -1 in a non-equilibrium geometry (wB97M-V/def2-TZVPD).

Last column: Mulliken charge in e.
Cartesian coordinates (Å):
C -1.1611 -2.1090 -0.0255  -1.45
C -0.9506 -0.5941 0.1176  -0.31
C -1.9713 0.1747 0.0537  1.10
O -3.0980 0.4564 -0.0573  -0.54
C 0.4695 -0.1310 0.1053  0.59
O 1.3795 -0.9615 0.2232  -0.82
N 0.6039 1.1588 -0.0013  0.41
C 1.9135 1.7570 -0.1224  -1.03
O -0.3777 2.0448 0.1248  -0.87
H -0.2129 -2.5029 0.2533  0.35
H -1.1458 -2.2333 -1.0484  0.32
H -1.9148 -2.6247 0.5105  0.39
H 2.0120 2.2790 0.8261  0.29
H 2.6400 0.8576 -0.0003  0.28
H 1.8139 2.4281 -0.9592  0.29

ΔE to the lowest compared entry with this formula, charge and spin = 59.8 kcal/mol
charge = -1
frontier orbital gap = 0.2430 Eh
2S+1 = 1
HOMO level = -2.67 eV



2.
Entry from the OMol25 dataset: a structure of composition C40H43F21N7O12S6V in a non-equilibrium geometry (wB97M-V/def2-TZVPD).

Last column: Löwdin spin population.
Cartesian coordinates (Å):
V -2.7350 0.2673 -0.8504  1.95
C 0.9350 -2.3023 -0.5996  0.00
F 1.7392 -2.9975 0.1007  0.00
F 1.4625 -1.6064 -1.6448  0.00
F 0.0227 -3.1018 -1.0584  0.00
S 0.0886 -0.9642 0.6147  0.00
O -0.8476 -1.8128 1.3855  0.00
O 1.1395 -0.3774 1.4604  0.00
N -0.8587 0.2365 -0.3049  0.01
S 0.1495 1.4483 -0.5285  0.01
O 1.5096 1.0090 -0.9096  0.00
O -0.5534 2.3284 -1.4305  0.01
C 0.1888 2.4440 1.1721  0.00
F -0.7283 1.9053 1.9280  0.00
F 1.4405 2.3746 1.7543  0.00
F -0.0324 3.7479 0.9249  0.00
C -4.7725 -3.1463 0.7168  0.00
F -5.8484 -2.5918 1.2049  0.00
F -3.8311 -3.0275 1.6231  0.00
F -5.0708 -4.4506 0.5015  0.00
S -4.2012 -2.2874 -0.9014  0.00
O -2.7905 -2.2309 -0.6573  0.00
O -4.7071 -3.0669 -2.0115  0.00
N -4.5549 -0.5560 -0.9198  0.00
S -6.1356 -0.5094 -1.4108  0.00
O -6.3610 0.0184 -2.7539  0.00
O -6.8703 -1.7217 -1.0553  0.00
C -6.8516 0.8127 -0.2368  0.00
F -8.1782 0.8412 -0.3875  0.00
F -6.4594 0.5536 1.0381  0.00
F -6.3238 1.9615 -0.5273  0.00
C -2.3768 3.3889 -4.0835  0.00
F -2.4057 4.2303 -3.0556  0.00
F -2.9962 4.0074 -5.1419  0.00
F -1.0800 3.0875 -4.4175  0.00
S -3.4866 1.7583 -3.7319  0.00
O -4.4502 2.1525 -2.6839  0.00
O -4.1930 1.3115 -4.9074  0.00
N -2.5246 0.5631 -2.8236  -0.01
S -1.6409 0.0080 -4.0417  0.00
O -1.5527 0.6966 -5.2927  0.00
O -0.3300 -0.4517 -3.5168  0.00
C -2.5976 -1.6116 -4.5707  0.00
F -2.6753 -2.5027 -3.5642  0.00
F -3.8131 -1.3482 -4.9791  0.00
F -1.9007 -2.0855 -5.6813  0.00
C -1.1294 -1.2317 4.5849  0.00
C -2.5211 -0.5568 4.7722  0.00
C -3.6298 -0.9707 3.7240  0.00
C -3.4191 -0.3919 2.3968  0.01
N -3.2403 -0.0334 1.3556  0.00
H -0.4799 -1.2149 5.4600  0.00
H -0.5871 -0.6477 3.8413  0.00
H -1.0449 -2.2879 4.3291  0.00
H -2.2088 0.4855 4.8361  0.00
H -2.8769 -0.7123 5.7907  0.00
H -4.6827 -0.7553 3.9061  0.00
H -3.6827 -2.0554 3.6314  0.00
C -0.5865 6.2172 6.3914  0.00
C 0.2139 5.2329 5.5565  0.00
C -0.6705 4.4648 4.4533  0.00
C -1.8277 3.8443 5.0964  0.00
N -2.6956 3.3484 5.7663  0.00
H 0.0459 6.9788 6.8476  0.00
H -1.1019 5.7365 7.2229  0.00
H -1.2565 6.8279 5.7861  0.00
H 0.6718 4.4744 6.1914  0.00
H 1.0055 5.6991 4.9699  0.00
H -0.1042 3.7180 3.8968  0.00
H -0.9783 5.2228 3.7330  0.00
C 4.8053 -0.9539 -1.8382  0.00
C 5.5066 -0.4670 -0.6408  0.00
C 5.4438 1.0366 -0.5365  0.00
C 6.2919 1.7715 -1.4817  0.00
N 7.0286 2.4006 -2.2043  0.00
H 3.8571 -0.4163 -1.8463  0.00
H 4.6564 -2.0336 -1.8528  0.00
H 5.2647 -0.6370 -2.7744  0.00
H 6.5680 -0.6912 -0.5345  0.00
H 5.1298 -0.8013 0.3258  0.00
H 5.6253 1.3762 0.4832  0.00
H 4.4132 1.3212 -0.7484  0.00
C 2.7022 0.4264 -4.7777  0.00
C 1.9208 0.7310 -6.1097  0.00
C 2.5132 0.0464 -7.3543  0.00
C 2.5947 -1.4234 -7.3571  0.00
N 2.7145 -2.5992 -7.3352  0.00
H 2.3181 1.1990 -4.1117  0.00
H 3.7754 0.6046 -4.8455  0.00
H 2.4156 -0.4875 -4.2572  0.00
H 2.0837 1.8076 -6.1595  0.00
H 0.8561 0.5390 -5.9773  0.00
H 3.5852 0.2384 -7.3999  0.00
H 2.0635 0.4420 -8.2650  0.00
F -2.0846 -8.6567 -1.3101  0.00
C -2.1777 -7.7483 -0.3396  0.00
C -2.1334 -8.0528 1.0404  0.00
C -2.0898 -6.9444 1.9290  0.00
C -2.0119 -5.6526 1.4134  0.00
C -1.9088 -5.4346 0.0546  0.00
C -2.1590 -6.4509 -0.8413  0.00
H -2.1842 -9.0552 1.4391  0.00
H -2.1081 -7.1067 2.9966  0.00
H -2.0116 -4.7922 2.0661  0.00
H -1.8675 -4.4211 -0.3163  0.00
H -2.0418 -6.2244 -1.8908  0.00
F 5.2211 -2.5447 1.3795  0.11
C 4.8810 -2.5112 2.7047  0.26
C 3.8088 -1.7381 3.1946  0.11
C 3.3900 -1.8488 4.5396  0.05
C 4.0037 -2.8031 5.4018  0.31
C 5.0469 -3.5864 4.8538  0.07
C 5.5805 -3.3708 3.5781  0.08
H 3.4501 -0.9550 2.5432  0.00
H 2.5416 -1.3048 4.9277  0.00
H 3.6566 -2.8180 6.4244  0.01
H 5.5636 -4.2653 5.5161  0.00
H 6.4495 -3.9002 3.2161  0.00
F 0.0735 5.8851 -1.5449  0.00
C 1.3187 5.3291 -1.3791  0.00
C 1.9835 5.5529 -0.1329  0.00
C 3.3568 5.2719 -0.1077  0.00
C 4.0418 4.8202 -1.1873  0.00
C 3.3704 4.4785 -2.3392  0.00
C 1.9897 4.7347 -2.4463  0.00
H 1.5367 5.9242 0.7776  0.00
H 3.7415 5.6891 0.8112  0.00
H 5.1075 4.6462 -1.1716  0.00
H 3.9768 4.2191 -3.1944  0.00
H 1.4006 4.4113 -3.2918  0.00

charge = +1
frontier orbital gap (alpha / beta) = 0.2039 / 0.0699 Eh
2S+1 = 4
HOMO level (alpha / beta) = -10.93 / -10.93 eV



3.
Entry from the OMol25 dataset: the ion C11H15N2 with charge +1 in a non-equilibrium geometry (wB97M-V/def2-TZVPD).

Last column: Löwdin spin population.
Cartesian coordinates (Å):
C 1.8604 -1.3516 -1.2607  0.09
C 2.5406 -1.4121 1.2480  0.22
C 0.3366 0.4046 1.5101  0.35
C 0.8567 -0.7530 -1.8645  0.02
C 1.8409 -1.0002 0.1925  0.06
C 0.6817 -0.0773 0.2933  0.10
C 2.2671 -0.8228 2.5226  0.04
C 1.0042 0.0097 2.7628  0.06
C -2.0475 1.2412 -0.3735  0.07
C -1.0632 0.6115 -1.3409  0.50
C -1.5874 0.3484 -2.6740  0.08
N 0.0731 0.0647 -0.9680  0.18
N -3.3801 1.2983 -0.9093  0.00
H 2.6654 -1.9940 -1.6418  0.00
H 3.4717 -1.9731 0.9626  0.01
H -0.4435 1.2738 1.6576  0.01
H 0.8344 -0.7614 -2.9209  0.00
H 2.2975 -1.6325 3.1827  0.01
H 3.1941 -0.1888 2.8772  0.03
H 1.3686 0.8839 3.3694  0.02
H 0.1075 -0.5704 3.2919  0.04
H -1.9740 0.7443 0.5919  0.01
H -1.7232 2.3474 -0.1428  0.04
H -0.9300 0.5430 -3.5000  0.02
H -2.5019 0.9428 -2.7652  0.00
H -1.9686 -0.6502 -2.7961  0.03
H -3.8534 0.3791 -0.7632  0.00
H -3.9278 2.0946 -0.5416  0.00

ΔE to the lowest compared entry with this formula, charge and spin = 27.3 kcal/mol
charge = +1
frontier orbital gap (alpha / beta) = 0.1984 / 0.2185 Eh
2S+1 = 3
HOMO level (alpha / beta) = -9.61 / -12.54 eV



4.
Entry from the OMol25 dataset: an isolated molecule of C4H6N2 in a non-equilibrium geometry (wB97M-V/def2-TZVPD).

Last column: Mulliken charge in e.
Cartesian coordinates (Å):
N -2.1275 1.5442 0.1797  -0.43
C -1.1041 1.1556 0.5814  -0.09
C -0.2016 -0.0045 0.1884  0.88
N -0.3086 -1.1099 1.0599  -0.60
C 0.3111 -0.2294 -1.2051  -0.62
C 1.1603 0.5003 -0.2047  -0.77
H -0.2844 -0.8220 2.0356  0.29
H -1.1673 -1.6306 0.8988  0.26
H -0.1318 0.3370 -2.0181  0.26
H 0.5653 -1.2609 -1.4332  0.27
H 1.9923 -0.0290 0.2508  0.29
H 1.2932 1.5716 -0.3259  0.26

ΔE to the lowest compared entry with this formula, charge and spin = 52.5 kcal/mol
frontier orbital gap = 0.3798 Eh
2S+1 = 1
HOMO level = -9.89 eV